Record 1
{"formula": "C37H35ClN2S2Si2Sn", "method": "ωB97M-V with the def2-TZVPD basis set", "species": ["C", "C", "C", "H", "C", "C", "H", "H", "H", "H", "Sn", "Si", "C", "C", "H", "C", "H", "C", "H", "C", "H", "C", "H", "C", "C", "H", "C", "H", "C", "H", "C", "H", "C", "H", "H", "Si", "C", "C", "H", "C", "H", "C", "H", "C", "H", "C", "H", "C", "C", "H", "C", "H", "C", "H", "C", "H", "C", "H", "H", "Cl", "C", "C", "N", "C", "C", "S", "C", "C", "S", "C", "N", "C", "H", "H", "H", "H", "H", "H", "H", "H"], "coordinates": [[-1.51227, -0.46387, 4.83558], [-2.53442, -0.01095, 3.93991], [-2.75044, -1.01760, 2.96286], [-3.11187, 0.90631, 4.05932], [-1.89880, -2.11111, 3.24042], [-1.11169, -1.78940, 4.39598], [-0.47093, -2.46895, 4.96018], [-1.23574, -0.00155, 5.78347], [-3.51708, -0.99516, 2.18850], [-1.88406, -3.06516, 2.71069], [0.20928, -0.14479, 3.09280], [0.41900, 0.01900, -3.31982], [0.57017, 1.58973, -4.30648], [1.75521, 1.95377, -4.96346], [2.66086, 1.35946, -4.82042], [1.76986, 3.07572, -5.80239], [2.68825, 3.34370, -6.33147], [0.61396, 3.84726, -5.97216], [0.62141, 4.70504, -6.64585], [-0.54752, 3.52119, -5.26594], [-1.44282, 4.13853, -5.36400], [-0.56910, 2.39927, -4.43461], [-1.47491, 2.15380, -3.87503], [0.86447, -1.41777, -4.41113], [0.20712, -1.47379, -5.65711], [-0.42836, -0.64106, -5.97536], [0.34758, -2.59124, -6.48571], [-0.20218, -2.63215, -7.42752], [1.19235, -3.64083, -6.10455], [1.30716, -4.50767, -6.75984], [1.88887, -3.56564, -4.89225], [2.56738, -4.37737, -4.61399], [1.72479, -2.46679, -4.03803], [2.26867, -2.41201, -3.09043], [-1.03419, -0.20248, -3.22101], [0.63744, 0.17790, -0.84790], [-0.35419, -1.40929, -0.54880], [-1.70253, -1.54917, -0.93765], [-2.27613, -0.68060, -1.27513], [-2.32458, -2.80216, -0.95335], [-3.35447, -2.88265, -1.30428], [-1.62234, -3.93965, -0.55743], [-2.08243, -4.92375, -0.65053], [-0.32154, -3.80112, -0.06699], [0.22019, -4.67852, 0.28902], [0.30850, -2.55117, -0.05759], [1.33216, -2.47617, 0.31357], [-0.49169, 1.64716, -0.59642], [-1.75818, 1.46475, -0.00875], [-2.01945, 0.52814, 0.49076], [-2.74411, 2.44724, -0.12451], [-3.73594, 2.25253, 0.29552], [-2.47320, 3.63891, -0.79445], [-3.27160, 4.36131, -0.96994], [-1.17552, 3.88873, -1.25169], [-0.94942, 4.84218, -1.74249], [-0.18229, 2.91207, -1.12689], [0.81782, 3.12753, -1.51045], [1.70425, 0.10643, -1.88002], [2.17726, 0.29283, 0.59173], [-0.93509, 3.26430, 3.59487], [0.07757, 2.76826, 4.55559], [0.73703, 1.63099, 4.44041], [1.64018, 1.39474, 5.48349], [1.65798, 2.42044, 6.40781], [0.53983, 3.67272, 5.97193], [2.26203, 0.10279, 5.51259], [3.07537, -0.46830, 6.46685], [3.38472, -2.13642, 6.10602], [2.39389, -2.01406, 4.68455], [1.89600, -0.80348, 4.50568], [2.22629, -3.15770, 3.75924], [-1.90096, 3.34043, 4.11333], [-0.62986, 4.26357, 3.25398], [-1.03016, 2.60622, 2.72255], [2.27069, 2.40509, 7.29702], [3.43214, 0.06594, 7.33757], [3.17054, -3.33035, 3.22592], [1.99653, -4.04245, 4.36593], [1.42727, -2.99162, 3.02818]], "lowdin_charge": [-0.2631, -0.1639, -0.1642, 0.1050, -0.1738, -0.2728, 0.1045, 0.1136, 0.1043, 0.1028, 1.2698, 0.8134, -0.3334, -0.0774, 0.1143, -0.0516, 0.1185, -0.0434, 0.1201, -0.0570, 0.1171, -0.1123, 0.1037, -0.3153, -0.0866, 0.1126, -0.0540, 0.1183, -0.0521, 0.1187, -0.0653, 0.1144, -0.0959, 0.0990, 0.0640, 0.2662, -0.3323, -0.1209, 0.0978, -0.0452, 0.1207, -0.0469, 0.1214, -0.0651, 0.1156, -0.1241, 0.0834, -0.3169, -0.1213, 0.0768, -0.0552, 0.1215, -0.0486, 0.1205, -0.0633, 0.1220, -0.1008, 0.1183, 0.0296, 0.3084, -0.0631, -0.5950, -0.0943, -0.3116, -0.2807, 1.1363, -0.3047, -0.2791, 1.1429, -0.6077, -0.0769, -0.0628, 0.1005, 0.0998, 0.0533, 0.0910, 0.0934, 0.1036, 0.1002, 0.0612], "de_lowest_ev": 0.0000, "max_force_ev_per_a": 5.7, "charge": 2, "lumo_energy_ha": -0.257, "spin_multiplicity": 1}

Record 2
{"formula": "C5H7N", "method": "ωB97M-V with the def2-TZVPD basis set", "species": ["C", "C", "C", "N", "H", "H", "H", "C", "C", "H", "H", "H", "H"], "coordinates": [[-1.75340, -0.07030, -0.49724], [-1.58160, -1.35005, -0.16758], [-0.39288, -1.84328, 0.47603], [0.54379, -2.27861, 1.00177], [-2.67569, 0.25015, -0.97189], [-0.98721, 0.67660, -0.31104], [-2.34428, -2.09712, -0.36603], [1.33101, 1.37671, 0.71797], [1.73190, 0.86493, -0.44170], [1.18711, 2.44642, 0.85443], [1.13389, 0.73849, 1.57671], [1.86972, -0.20694, -0.56580], [1.93765, 1.49300, -1.30562]], "nbo_charge": [-0.2874, -0.3321, 0.2576, -0.3150, 0.2066, 0.2257, 0.2398, -0.4026, -0.3904, 0.1937, 0.2047, 0.2064, 0.1931], "de_lowest_ev": 1.9761, "max_force_ev_per_a": 1.2, "lumo_energy_ha": 0.016, "spin_multiplicity": 1}

Record 3
{"formula": "C31H26Br2IrN3SSi", "method": "ωB97M-V with the def2-TZVPD basis set", "species": ["Ir", "Br", "C", "C", "C", "C", "C", "C", "N", "C", "C", "C", "C", "C", "C", "N", "H", "H", "H", "H", "H", "H", "H", "H", "H", "Br", "C", "C", "C", "C", "C", "C", "C", "C", "C", "C", "H", "H", "H", "H", "H", "H", "C", "Si", "C", "C", "C", "C", "C", "C", "C", "H", "H", "H", "H", "H", "H", "H", "H", "H", "H", "H", "S", "C", "N"], "coordinates": [[-0.00642, 0.12257, -1.01582], [-4.42652, -0.09983, 5.13688], [-2.95492, 0.01897, 3.95488], [-3.16742, 0.01237, 2.57548], [-2.08872, 0.08697, 1.73848], [-0.76432, 0.15317, 2.21958], [-0.58462, 0.18617, 3.62448], [-1.66152, 0.11747, 4.46918], [0.23648, 0.17847, 1.31178], [1.53408, 0.19067, 1.66398], [2.55138, 0.17927, 0.71558], [3.91258, 0.18397, 1.12078], [4.91038, 0.16917, 0.18908], [4.55348, 0.15487, -1.16722], [3.21428, 0.14297, -1.50172], [2.22628, 0.14977, -0.61592], [-4.16222, -0.05013, 2.16318], [-2.24242, 0.09397, 0.67038], [0.40488, 0.26757, 4.04418], [-1.51082, 0.14017, 5.53798], [1.81838, 0.20477, 2.70688], [4.12498, 0.20117, 2.17678], [5.94808, 0.16827, 0.48388], [5.30538, 0.14897, -1.93612], [2.93468, 0.12017, -2.54422], [0.51248, 0.35127, -3.81302], [0.26988, 2.25427, -3.70632], [0.23618, 2.93787, -4.89612], [0.13118, 4.33037, -4.89432], [0.11948, 5.00267, -3.70112], [0.12158, 4.31467, -2.47152], [0.05658, 5.02667, -1.25692], [-0.04912, 4.36547, -0.06472], [-0.08662, 2.96697, -0.05062], [0.04198, 2.21527, -1.20012], [0.15588, 2.88427, -2.44822], [0.29518, 2.40047, -5.82842], [0.06958, 4.85987, -5.83242], [0.09058, 6.07987, -3.68132], [0.07058, 6.10397, -1.29632], [-0.12212, 4.90277, 0.86888], [-0.22502, 2.48467, 0.90358], [-1.04372, -3.13923, -2.31352], [-0.07122, -2.34243, -0.85992], [1.75718, -2.94023, -0.98622], [-0.80072, -2.89413, 0.82568], [-2.06702, -3.47043, 0.90018], [-2.51392, -4.03863, 2.08098], [-1.72662, -3.99893, 3.21988], [-0.48502, -3.38843, 3.17108], [-0.02542, -2.84733, 1.98438], [-1.01462, -4.21893, -2.19332], [-0.60542, -2.90193, -3.27962], [-2.08752, -2.84013, -2.34642], [1.74068, -4.02623, -0.97912], [2.36958, -2.61203, -0.15252], [2.23698, -2.61773, -1.90532], [-2.70042, -3.50953, 0.02648], [-3.47252, -4.53303, 2.10768], [-2.07172, -4.45123, 4.13808], [0.13608, -3.34603, 4.05378], [0.95908, -2.40223, 1.95388], [-2.23912, 0.08047, -2.12952], [-3.55172, -0.09353, -1.14612], [-4.51622, -0.19143, -0.52382]], "nbo_charge": [0.5802, 0.1216, -0.0407, -0.2282, -0.1598, 0.1387, -0.2049, -0.2241, -0.3719, 0.0586, 0.1964, -0.1991, -0.1409, -0.2047, 0.0570, -0.4287, 0.2648, 0.2316, 0.2090, 0.2414, 0.2162, 0.2357, 0.2453, 0.2473, 0.2258, 0.2419, -0.0666, -0.2278, -0.2017, -0.1410, -0.0732, -0.1674, -0.1948, -0.2601, -0.1580, -0.0656, 0.2349, 0.2356, 0.2261, 0.2238, 0.2273, 0.2107, -1.1251, 1.4353, -1.1214, -0.5331, -0.1283, -0.2219, -0.1701, -0.2189, -0.1994, 0.2486, 0.2416, 0.2557, 0.2555, 0.2258, 0.2339, 0.2145, 0.2274, 0.2251, 0.2180, 0.1924, -0.0464, 0.0109, -0.3307], "max_force_ev_per_a": 4.7, "charge": 1, "lumo_energy_ha": [-0.179, -0.204], "spin_multiplicity": 2}

Record 4
{"formula": "C3H10N2S", "method": "ωB97M-V with the def2-TZVPD basis set", "species": ["H", "N", "C", "N", "H", "H", "H", "C", "C", "S", "H", "H", "H", "H", "H", "H"], "coordinates": [[-0.59849, -2.82670, -2.98646], [-1.40157, -2.37614, -2.39368], [-1.99746, -3.28637, -1.66492], [-3.16115, -3.08568, -1.02077], [-1.60515, -4.40528, -1.76619], [-3.19838, -2.14360, -0.65646], [-3.61508, -3.90152, -0.65239], [-0.14377, 1.84122, 1.47410], [0.93820, 2.43676, 0.56065], [2.78862, 2.00032, 1.28602], [0.04501, 0.80177, 1.53228], [-1.23216, 1.85853, 1.05033], [-0.09834, 2.32217, 2.45952], [0.97922, 3.59215, 0.48048], [0.77604, 1.91502, -0.37258], [3.08662, 3.06532, 2.01739]], "nbo_charge": [0.3455, -0.7373, 0.2729, -0.8272, 0.1379, 0.4068, 0.4020, -0.6339, -0.4122, -0.1505, 0.2138, 0.2118, 0.2112, 0.2207, 0.2154, 0.1233], "de_lowest_ev": 1.5804, "max_force_ev_per_a": 4.9, "lumo_energy_ha": 0.031, "spin_multiplicity": 1}

Record 5
{"formula": "C4H11BrCuNO", "method": "ωB97M-V with the def2-TZVPD basis set", "species": ["Cu", "Br", "C", "C", "C", "O", "C", "N", "H", "H", "H", "H", "H", "H", "H", "H", "H", "H", "H"], "coordinates": [[-2.51062, 0.07415, 4.65402], [-1.99516, -2.38627, 3.88519], [-1.63901, 0.37112, -0.50089], [-0.55524, -0.72127, -0.35618], [0.77732, -0.32290, -1.00064], [1.13546, 0.99216, -0.49496], [2.21888, 1.52172, -1.02644], [-0.26195, -0.80662, 1.06985], [-1.45487, 0.71410, -1.51901], [-1.43084, 1.21318, 0.15919], [-2.63099, 0.08658, -0.15002], [-0.93343, -1.64949, -0.78452], [0.62479, -0.37908, -2.07845], [1.57523, -1.04475, -0.82638], [2.75333, 2.24921, -0.41551], [1.94038, 1.98111, -1.97486], [3.05289, 0.83949, -1.19105], [-1.07479, -1.17323, 1.54417], [0.40864, -1.55920, 1.00648]], "nbo_charge": [0.9227, 0.0764, -0.6261, -0.0683, -0.0740, -0.5340, -0.2376, -0.8199, 0.2288, 0.2184, 0.2007, 0.1788, 0.1811, 0.1764, 0.1894, 0.1602, 0.1573, 0.3195, 0.3502], "de_lowest_ev": 2.0264, "max_force_ev_per_a": 4.6, "charge": 1, "lumo_energy_ha": [-0.243, -0.340], "spin_multiplicity": 2}